Entry w
C2H5N3O2 | ωB97M-V/def2-TZVPD

XYZ file:
```
12
C2H5N3O2 ωB97M-V/def2-TZVPD
C -0.49 0.44 -0.25
C 0.07 -0.95 -0.23
H -2.55 0.91 -0.02
H -2.11 -0.86 0.56
H 0.07 2.47 -0.15
H 2.16 -1.71 0.65
H 1.66 0.77 -0.07
N -1.88 0.27 0.39
N 0.25 1.45 -0.53
N 1.40 -0.96 -0.07
O -0.80 -1.91 -0.43
O 2.23 0.07 0.14
```

**HOMO level**: -0.34214 Ha
**LUMO energy**: 0.038 eV
**Kohn-Sham gap**: 9.348 eV
**Net charge**: 0

Entry x
C2H5N3O2 | ωB97M-V/def2-TZVPD

XYZ file:
```
12
C2H5N3O2 ωB97M-V/def2-TZVPD
C -1.04 -0.46 0.22
C 1.12 -0.43 -0.34
N 1.12 0.88 -0.56
N -1.32 -1.54 -0.20
N -0.98 0.50 1.04
O 0.97 1.39 -1.72
O 1.08 1.65 0.42
H 1.52 -0.69 0.62
H 1.02 -1.10 -1.12
H -1.64 -2.15 -0.93
H -0.04 1.04 1.01
H -1.81 0.91 1.56
```

**HOMO level**: -0.30958 Ha
**LUMO energy**: 0.138 eV
**Kohn-Sham gap**: 8.562 eV
**Net charge**: 0

Entry y
C2H5N3O2 | ωB97M-V/def2-TZVPD

XYZ file:
```
12
C2H5N3O2 ωB97M-V/def2-TZVPD
C -0.06 1.17 0.28
N -0.13 0.02 1.13
N -0.19 -1.18 0.65
O -0.23 -1.45 -0.55
H 0.47 0.76 -0.56
H 0.52 1.98 0.80
H -1.03 1.48 -0.04
H -0.02 -2.01 1.33
C 2.22 -0.87 0.76
N 2.52 -0.09 -0.05
O 2.86 0.81 -0.72
H 2.10 -1.82 1.29
```

**HOMO level**: -0.34369 Ha
**LUMO energy**: 0.352 eV
**SMILES**: C/N=[NH+]\[O-].C#[N+][O-]
**Kohn-Sham gap**: 9.704 eV
**Net charge**: 0

Entry z
C2H5N3O2 | ωB97M-V/def2-TZVPD

XYZ file:
```
12
C2H5N3O2 ωB97M-V/def2-TZVPD
C -0.23 0.22 0.93
C -0.82 0.43 -0.40
N 0.85 -0.51 0.49
N -1.75 -0.51 -0.60
N 2.00 0.07 -0.04
O 2.03 1.20 -0.38
O 2.91 -0.69 -0.18
H 0.20 1.11 1.33
H -0.85 -0.46 1.58
H -0.39 1.14 -1.17
H -2.09 -0.63 -1.50
H -1.88 -1.35 -0.08
```

**HOMO level (alpha / beta)**: -0.31634 / -0.31637 Ha
**LUMO energy (alpha / beta)**: -0.419 / -0.419 eV
**Kohn-Sham gap (alpha / beta)**: 8.189 / 8.190 eV
**Net charge**: 0

Most stable pick: entry w. Distance to second place: 81.9 kJ/mol.

Entry w
C2H5N3O2 | ωB97M-V/def2-TZVPD

XYZ file:
```
12
C2H5N3O2 ωB97M-V/def2-TZVPD
N -0.24 2.01 0.57
N -0.01 1.10 -0.49
C -0.03 -0.12 0.01
N -0.25 -0.47 1.35
C 0.11 -1.24 -0.95
O -0.19 -2.39 -0.63
O 0.62 -0.89 -2.16
H -0.11 2.97 0.17
H 0.51 1.92 1.31
H -0.71 0.27 1.93
H -0.50 -1.45 1.46
H 0.82 -1.72 -2.57
```

**HOMO level**: -0.32564 Ha
**LUMO energy**: 0.571 eV
**SMILES**: N/N=C(\N)C(=O)O
**Kohn-Sham gap**: 9.432 eV
**Net charge**: 0

Entry x
C2H5N3O2 | ωB97M-V/def2-TZVPD

XYZ file:
```
12
C2H5N3O2 ωB97M-V/def2-TZVPD
N 0.43 -1.89 1.32
C 0.29 -0.88 0.49
N -0.83 -0.82 -0.40
O -0.58 0.26 -1.42
C -0.30 1.39 -0.79
O 0.91 1.38 -0.09
N 0.75 0.26 0.86
H -0.26 -2.63 1.00
H -0.67 -1.81 -0.95
H -0.96 1.98 -0.08
H -0.16 2.22 -1.60
H 1.40 0.54 1.66
```

**HOMO level**: -0.33091 Ha
**LUMO energy**: 0.681 eV
**SMILES**: N=C1NOCON1
**Kohn-Sham gap**: 9.686 eV
**Net charge**: 0

Entry y
C2H5N3O2 | ωB97M-V/def2-TZVPD

XYZ file:
```
12
C2H5N3O2 ωB97M-V/def2-TZVPD
N 0.17 0.04 -1.21
N 1.08 -0.46 -0.29
N -0.76 0.95 -0.64
C -1.65 -0.05 -0.08
C 1.48 0.11 0.91
O -1.68 -0.24 1.13
O 1.37 1.27 1.18
H -0.78 -0.83 -1.19
H 1.46 -1.36 -0.55
H -0.37 1.60 0.04
H -2.43 -0.43 -0.76
H 2.11 -0.60 1.46
```

**HOMO level**: -0.32877 Ha
**LUMO energy**: -0.013 eV
**Kohn-Sham gap**: 8.933 eV
**Net charge**: 0

Most stable pick: entry w. Distance to second place: 371.4 kJ/mol.

Entry w
C2H5N3O2 | ωB97M-V/def2-TZVPD

XYZ file:
```
12
C2H5N3O2 ωB97M-V/def2-TZVPD
C 1.11 0.70 0.98
C 0.44 -0.34 0.52
N 0.45 -1.68 0.78
N -0.35 -0.24 -0.65
O -0.58 1.00 -1.18
N -1.84 1.23 -1.59
O -2.03 2.26 -2.21
H 1.87 0.51 1.64
H 0.77 1.68 0.72
H 0.85 -1.97 1.66
H 0.58 -2.38 0.02
H -1.28 -0.76 -0.70
```

**HOMO level**: -0.31632 Ha
**LUMO energy**: 0.136 eV
**SMILES**: C=C(N)NON=O
**Kohn-Sham gap**: 8.743 eV
**Net charge**: 0

Entry x
C2H5N3O2 | ωB97M-V/def2-TZVPD

XYZ file:
```
12
C2H5N3O2 ωB97M-V/def2-TZVPD
C 0.75 0.37 -0.77
C 0.72 -0.78 0.33
N 0.11 1.50 -0.25
N -0.66 -0.77 0.89
N -1.42 0.18 0.48
O -1.08 -1.79 1.47
O -2.57 0.54 0.52
H 1.87 0.65 -0.82
H 0.23 0.29 -1.71
H 1.00 -1.80 -0.09
H 1.42 -0.32 0.97
H -0.37 1.93 -1.01
```

**HOMO level (alpha / beta)**: -0.32729 / -0.32751 Ha
**LUMO energy (alpha / beta)**: -1.479 / -1.472 eV
**Kohn-Sham gap (alpha / beta)**: 7.427 / 7.440 eV
**Net charge**: 0

Most stable pick: entry w. Distance to second place: 273.2 kJ/mol.

Entry w
C5H10N2O | ωB97M-V/def2-TZVPD

XYZ file:
```
18
C5H10N2O ωB97M-V/def2-TZVPD
C -0.66 -0.69 0.64
C 0.74 -0.47 1.15
C 0.52 0.59 -1.67
C -1.18 -1.69 -0.24
N -0.47 0.83 -0.62
N 0.88 0.97 1.22
C 0.01 1.69 0.39
O -0.30 2.84 0.60
H 1.20 1.42 2.07
H -1.41 -0.24 1.29
H 0.84 -0.92 2.15
H 1.48 -0.94 0.49
H 0.30 -0.36 -2.16
H 1.56 0.55 -1.31
H 0.45 1.37 -2.43
H -1.37 -0.53 -0.80
H -2.10 -2.17 0.06
H -0.48 -2.28 -0.82
```

**HOMO level**: -0.32437 Ha
**LUMO energy**: 0.797 eV
**Kohn-Sham gap**: 9.623 eV
**Net charge**: 0

Entry x
C5H10N2O | ωB97M-V/def2-TZVPD

XYZ file:
```
18
C5H10N2O ωB97M-V/def2-TZVPD
C 0.46 -1.35 2.29
C 0.06 -1.50 1.02
C 0.32 -0.52 -0.03
N 1.66 -0.30 -0.33
C -0.73 -0.16 -0.83
N -1.99 -0.77 -0.66
O -0.92 1.21 -1.18
C 0.11 2.15 -1.30
H 0.99 -0.48 2.60
H 0.30 -2.14 3.02
H -0.49 -2.38 0.73
H 1.91 0.63 -0.66
H 2.29 -0.64 0.39
H -2.39 -0.70 0.27
H -2.65 -0.37 -1.32
H -0.38 3.09 -1.59
H 0.61 2.34 -0.34
H 0.84 1.88 -2.07
```

**HOMO level**: -0.25332 Ha
**LUMO energy**: 0.803 eV
**SMILES**: C=C/C(N)=C(\N)OC
**Kohn-Sham gap**: 7.696 eV
**Net charge**: 0

Most stable pick: entry x. Distance to second place: 41.9 kJ/mol.

Entry w
C5H10N2O | ωB97M-V/def2-TZVPD

XYZ file:
```
18
C5H10N2O ωB97M-V/def2-TZVPD
C -0.84 0.18 -0.22
C -0.01 0.36 -1.56
C 1.54 -0.05 -0.18
C 0.33 -0.21 0.62
C -0.45 0.97 0.88
H -2.41 -1.49 -0.42
H -2.17 -0.84 0.94
H -0.89 0.85 -2.33
H 0.31 -0.56 -2.35
H 0.64 2.16 -0.08
H 2.56 0.00 0.47
H 1.74 -1.13 -0.68
H 1.27 -2.14 1.15
H -1.11 0.41 1.77
H -0.02 2.02 1.37
N -2.20 -0.51 -0.02
N 1.19 1.28 -0.95
O 0.51 -1.29 1.57
```

**HOMO level**: -0.31659 Ha
**LUMO energy**: 0.350 eV
**Kohn-Sham gap**: 8.965 eV
**Net charge**: 0

Entry x
C5H10N2O | ωB97M-V/def2-TZVPD

XYZ file:
```
18
C5H10N2O ωB97M-V/def2-TZVPD
C 0.14 0.80 0.89
C 1.20 -1.70 0.23
C 0.95 0.54 -1.05
C -1.23 0.99 0.29
N -2.07 -0.09 0.36
C 1.35 -0.20 0.12
O 0.27 -0.25 -1.91
N -1.59 2.02 -0.37
H -0.02 0.28 -2.66
H -1.65 -1.01 0.45
H -2.94 -0.01 -0.13
H -0.83 2.69 -0.48
H 0.60 1.76 1.12
H 0.05 0.22 1.82
H 2.25 0.20 0.58
H 1.26 -2.03 1.27
H 2.00 -2.18 -0.33
H 0.25 -2.03 -0.20
```

**HOMO level**: -0.30320 Ha
**LUMO energy**: 0.803 eV
**Kohn-Sham gap**: 9.054 eV
**Net charge**: 0

Most stable pick: entry x. Distance to second place: 614.4 kJ/mol.

Entry w
C5H10N2O | ωB97M-V/def2-TZVPD

XYZ file:
```
18
C5H10N2O ωB97M-V/def2-TZVPD
O 2.31 -1.85 0.54
N 1.39 -2.06 -0.25
N 0.41 -1.15 -0.01
C 0.29 -0.36 1.20
C 0.62 1.02 0.95
C 0.15 1.30 -0.44
C -1.17 0.42 -0.55
C -0.52 -0.91 -1.01
H 0.90 -1.14 1.93
H -0.79 -0.46 1.26
H 1.58 1.39 0.95
H -0.30 1.56 1.41
H 0.94 1.07 -1.10
H -0.26 2.30 -0.66
H -1.75 0.82 -1.52
H -1.90 0.47 0.26
H -0.37 -1.08 -2.01
H -1.52 -1.34 -0.95
```

**HOMO level**: -0.32490 Ha
**LUMO energy**: 0.692 eV
**SMILES**: O=NN1CCCCC1
**Kohn-Sham gap**: 9.533 eV
**Net charge**: 0

Entry x
C5H10N2O | ωB97M-V/def2-TZVPD

XYZ file:
```
18
C5H10N2O ωB97M-V/def2-TZVPD
O 3.15 0.08 -0.07
C 1.74 -0.06 -0.43
C 0.89 0.79 0.49
N -0.26 1.10 -0.29
C -1.75 0.61 -0.10
C -1.59 -0.73 0.21
N -0.32 -1.29 -0.33
C 0.75 -0.71 0.51
H 3.50 -0.96 0.07
H 1.74 0.03 -1.55
H 1.05 1.46 1.46
H -0.66 2.07 -0.26
H -2.32 1.34 0.68
H -2.19 0.91 -1.31
H -1.92 -1.07 1.06
H -2.66 -1.14 -0.21
H -0.22 -1.22 -1.28
H 1.09 -1.20 1.34
```

**HOMO level**: -0.29413 Ha
**LUMO energy**: 0.901 eV
**SMILES**: O[C@@H]1[C@H]2NCCN[C@@H]12
**Kohn-Sham gap**: 8.905 eV
**Net charge**: 0

Entry y
C5H10N2O | ωB97M-V/def2-TZVPD

XYZ file:
```
18
C5H10N2O ωB97M-V/def2-TZVPD
C -0.20 1.05 2.30
C -0.35 1.05 0.80
C -0.67 -0.36 0.25
C -1.25 -1.44 0.84
N -1.17 -2.52 -0.01
C -0.76 -1.96 -1.20
N -0.27 -0.78 -1.01
H -1.21 1.13 2.75
H 0.44 1.85 2.71
H 0.23 0.07 2.58
H -1.27 1.63 0.58
H 0.48 1.52 0.23
H -1.63 -1.53 1.86
H -0.73 -2.39 -2.20
H 0.11 -0.11 -1.69
O 2.61 0.77 -3.28
H 2.40 1.65 -2.89
H 3.23 0.36 -2.63
```

**HOMO level**: -0.30481 Ha
**LUMO energy**: 0.331 eV
**SMILES**: CCc1cnc[nH]1.O
**Kohn-Sham gap**: 8.626 eV
**Net charge**: 0

Entry z
C5H10N2O | ωB97M-V/def2-TZVPD

XYZ file:
```
18
C5H10N2O ωB97M-V/def2-TZVPD
C -1.81 -0.52 -0.68
C -0.67 -0.44 0.32
C 1.48 -1.44 0.09
C -0.91 -0.95 1.58
N 0.60 -0.60 -0.34
H -1.67 0.20 -1.49
H -2.77 -0.31 -0.19
H -1.88 -1.52 -1.11
H 1.25 -2.25 0.78
H 2.47 -1.43 -0.38
H -1.92 -1.08 1.94
H -0.11 -1.02 2.31
N 0.99 2.17 -1.14
C 1.03 1.72 0.13
O 1.87 2.00 0.96
H 1.74 2.77 -1.46
H 0.47 1.63 -1.82
H -0.18 1.06 0.49
```

**HOMO level**: -0.30505 Ha
**LUMO energy**: 0.200 eV
**Kohn-Sham gap**: 8.501 eV
**Net charge**: 0

Most stable pick: entry y. Distance to second place: 262.4 kJ/mol.